# C6H12N2

A cluster of 2 separate species, C6H12N2 in total (ωB97M-V/def2-TZVPD, the OMol25 dataset).

XYZ file:
```
20
Properties=species:S:1:pos:R:3:forces:R:3:lowdin_charge:R:1
C 0.57794 -1.26575 -2.12049 -2.577 -3.088 -0.504 -0.070
C -0.10774 0.05015 -1.75194 -0.046 1.251 -0.946 -0.363
C -1.46032 0.27727 -1.53425 -0.208 0.567 0.106 -0.083
N -1.61933 1.65012 -1.21127 3.590 -1.669 -0.370 0.038
C -0.30421 2.20313 -1.13926 -0.561 -4.029 -1.799 -0.135
N 0.57122 1.25763 -1.57747 -1.294 1.123 1.248 0.059
H 1.57028 -1.54754 -1.86229 0.993 1.023 0.977 0.040
H 0.55997 -1.90225 -3.12601 -0.655 2.500 1.073 0.106
H -0.07093 -1.98164 -1.52565 0.883 0.377 -0.349 0.072
H -2.37232 -0.37580 -1.55339 1.273 0.719 -0.046 0.126
H -2.46239 1.93187 -0.80698 -1.079 0.993 0.637 0.103
H -0.01687 3.19709 -0.85998 -0.315 0.219 -0.017 0.097
C 0.35603 -0.65082 1.68105 0.683 -0.866 0.196 -0.200
C 0.82953 -0.20918 3.08417 0.859 0.143 0.099 -0.201
H 0.37267 -1.79811 1.58123 -0.468 1.697 0.182 0.083
H -0.64604 -0.20151 1.44267 1.065 -0.589 -0.099 0.065
H 1.17122 -0.30367 1.00536 -1.027 -0.081 -0.039 0.059
H 0.14280 -0.51017 3.91093 0.291 0.795 -0.639 0.063
H 1.78918 -0.71395 3.34187 -0.533 0.213 -0.294 0.059
H 1.11932 0.89315 3.02171 -0.873 -1.298 0.585 0.080
```
Positions in Å, forces in eV/Å.

Properties
Charge   0
Energy relative to the best compared isomer or geometry (same formula, charge and spin)   35.47 kcal/mol
Max |F|   4.4 eV/A
Gap between HOMO and LUMO   9.48 eV
HOMO energy   -8.582 eV